A structure of composition C33H32N11O4RbS3Se, computed with the ωB97M-V functional and the def2-TZVPD basis.

Element x y z (Å)
Rb1 0.431 0.371 -0.080
N1 -7.458 -0.281 4.939
C1 -6.200 -0.320 4.293
C2 -6.066 0.140 2.985
C3 -4.840 0.069 2.344
C4 -3.736 -0.457 2.999
C5 -3.866 -0.922 4.295
C6 -5.093 -0.860 4.938
S1 -2.176 -0.523 2.143
O1 -2.458 -1.184 0.880
O2 -1.271 -1.207 3.049
N2 -1.702 0.925 1.782
C7 -1.458 1.879 2.707
N3 -2.030 1.836 3.931
C8 -1.758 2.846 4.744
C9 -0.941 3.907 4.401
C10 -0.397 3.854 3.119
N4 -0.639 2.871 2.278
H1 -8.038 0.473 4.600
H2 -7.371 -0.207 5.942
H3 -6.924 0.556 2.469
H4 -4.731 0.428 1.329
H5 -2.991 -1.315 4.794
H6 -5.191 -1.225 5.955
H7 -2.221 2.801 5.729
H8 -0.732 4.718 5.084
H9 0.269 4.633 2.757
Se1 3.021 -3.570 -0.840
N5 4.325 -3.670 0.365
C11 4.202 -2.616 1.151
C12 5.071 -2.259 2.233
C13 4.801 -1.112 2.894
C14 3.665 -0.298 2.508
N6 2.851 -0.580 1.549
C15 3.106 -1.740 0.850
N7 2.353 -2.074 -0.175
H10 5.912 -2.898 2.471
H11 5.420 -0.766 3.712
H12 3.484 0.626 3.050
C16 4.266 -0.098 -4.111
N8 4.554 0.803 -3.011
C17 4.877 0.032 -1.824
C18 3.382 1.660 -2.763
C19 3.587 2.686 -1.665
C20 4.614 3.612 -1.847
C21 4.874 4.581 -0.886
C22 4.076 4.594 0.256
C23 3.062 3.653 0.398
C24 2.737 2.635 -0.532
H13 5.138 -0.726 -4.322
H14 4.029 0.474 -5.011
H15 3.413 -0.765 -3.899
H16 5.792 -0.545 -1.989
H17 4.065 -0.669 -1.568
H18 5.019 0.702 -0.976
H19 2.508 1.053 -2.479
H20 3.141 2.140 -3.719
H21 5.228 3.562 -2.744
H22 5.674 5.303 -1.021
H23 4.248 5.338 1.032
H24 2.476 3.719 1.320
N9 -4.758 -4.755 -1.776
C25 -3.565 -4.145 -2.223
C26 -3.151 -4.282 -3.543
C27 -1.972 -3.685 -3.974
C28 -1.192 -2.966 -3.089
C29 -1.601 -2.838 -1.763
C30 -2.776 -3.419 -1.331
S2 0.300 -2.126 -3.596
O3 1.400 -2.867 -2.999
O4 0.263 -2.099 -5.047
N10 0.199 -0.734 -2.890
C31 -0.633 0.232 -3.366
S3 -1.617 0.107 -4.818
C32 -2.345 1.619 -4.427
C33 -1.800 2.105 -3.287
N11 -0.841 1.337 -2.690
H25 -5.455 -4.820 -2.504
H26 -5.148 -4.278 -0.976
H27 -3.764 -4.840 -4.242
H28 -1.664 -3.756 -5.010
H29 -1.019 -2.246 -1.070
H30 -3.093 -3.272 -0.305
H31 -3.088 2.086 -5.052
H32 -2.058 3.051 -2.831

Output
- highest occupied orbital energy (eV) = -1.0
- energy relative to the best compared isomer or geometry (same formula, charge and spin) (kcal/mol) = 0.0
- net charge = -2